P:
Formula: C7H15N
Source: the OMol25 dataset
Level of theory: ωB97M-V/def2-TZVPD

Last columns: bonded neighbours and bond lengths (Å).
Element x y z (Å)
1 C -0.320 1.639 1.889  C2 1.511, H9 1.079, H10 1.098, H11 1.080
2 C 0.760 1.387 0.864  C1 1.511, N3 1.484, H12 1.089, H13 1.081
3 N 0.567 0.207 -0.014  C2 1.484, C4 1.434, C7 1.455
4 C 1.301 -0.983 0.306  N3 1.434, C5 1.520, H14 1.093, H15 1.087
5 C 0.566 -2.172 -0.291  C4 1.520, C6 1.541, H16 1.084, H17 1.091
6 C -0.706 -1.596 -0.945  C5 1.541, C7 1.542, H18 1.079, H19 1.079
7 C -0.754 -0.110 -0.536  N3 1.455, C6 1.542, C8 1.571, H20 1.087
8 C -1.008 0.819 -1.777  C7 1.571, H21 1.079, H22 1.102, H23 1.101
9 H -0.040 2.559 2.377  C1 1.079
10 H -0.240 0.904 2.702  C1 1.098
11 H -1.330 1.585 1.511  C1 1.080
12 H 0.912 2.240 0.203  C2 1.089
13 H 1.737 1.233 1.300  C2 1.081
14 H 1.534 -1.007 1.373  C4 1.093
15 H 2.308 -0.895 -0.094  C4 1.087
16 H 1.210 -2.673 -1.005  C5 1.084
17 H 0.342 -2.882 0.506  C5 1.091
18 H -0.752 -1.647 -2.022  C6 1.079
19 H -1.525 -2.068 -0.425  C6 1.079
20 H -1.533 0.198 0.157  C7 1.087
21 H -1.820 0.434 -2.374  C8 1.079
22 H -0.060 0.985 -2.313  C8 1.102
23 H -1.150 1.841 -1.392  C8 1.101

net charge: +1
frontier orbital gap (alpha / beta): 12.57 / 8.95 eV
2S+1: 2
<S²>: 0.75
E_LUMO (alpha / beta): -2.62 / -6.86 eV

Listed below, in e, are the Mulliken charges computed for each atom: atom 1 (C): -1.04, atom 2 (C): -0.72, atom 3 (N): 0.35, atom 4 (C): -0.60, atom 5 (C): -0.54, atom 6 (C): -0.60, atom 7 (C): 0.34, atom 8 (C): -1.56, atom 9 (H): 0.38, atom 10 (H): 0.32, atom 11 (H): 0.39, atom 12 (H): 0.38, atom 13 (H): 0.49, atom 14 (H): 0.39, atom 15 (H): 0.36, atom 16 (H): 0.30, atom 17 (H): 0.31, atom 18 (H): 0.39, atom 19 (H): 0.26, atom 20 (H): 0.20, atom 21 (H): 0.46, atom 22 (H): 0.39, atom 23 (H): 0.37


Q:
Formula: C7H15N
Source: the OMol25 dataset
Level of theory: ωB97M-V/def2-TZVPD

Last columns: bonded neighbours and bond lengths (Å).
Element x y z (Å)
1 C 2.025 2.186 -0.478  C2 1.536, H5 1.092, H6 1.089, H7 1.090
2 C 0.526 2.243 -0.810  C1 1.536, C3 1.505, H8 1.094, H9 1.091
3 C -0.312 2.020 0.420  C2 1.505, C4 1.326, H10 1.088
4 C -1.063 2.933 1.019  C3 1.326, H11 1.085, H12 1.084
5 H 2.253 1.164 -0.169  C1 1.092
6 H 2.604 2.473 -1.355  C1 1.089
7 H 2.301 2.874 0.321  C1 1.090
8 H 0.380 1.443 -1.541  C2 1.094
9 H 0.208 3.189 -1.249  C2 1.091
10 H -0.284 1.022 0.853  C3 1.088
11 H -1.566 2.735 1.960  C4 1.085
12 H -1.243 3.935 0.647  C4 1.084
13 C -1.672 -1.014 -0.260  C14 1.358, H17 1.086, H18 1.081
14 C -0.600 -1.660 0.266  C13 1.358, N15 1.361, H19 1.084
15 N 0.080 -2.633 -0.401  C14 1.361, C16 1.466, H20 1.021
16 C 0.584 -3.791 0.344  N15 1.466, H21 1.087, H22 1.089, H23 1.091
17 H -2.052 -1.319 -1.231  C13 1.086
18 H -2.130 -0.154 0.209  C13 1.081
19 H -0.155 -1.371 1.211  C14 1.084
20 H -0.422 -2.906 -1.246  N15 1.021
21 H 1.208 -4.357 -0.344  C16 1.087
22 H 1.180 -3.499 1.207  C16 1.089
23 H -0.249 -4.394 0.707  C16 1.091

net charge: +1
frontier orbital gap (alpha / beta): 8.80 / 4.91 eV
2S+1: 2
<S²>: 0.77
E_LUMO (alpha / beta): -3.86 / -7.74 eV

Listed below, in e, are the Mulliken charges computed for each atom: atom 1 (C): -1.08, atom 2 (C): -0.40, atom 3 (C): 0.00, atom 4 (C): -1.00, atom 5 (H): 0.30, atom 6 (H): 0.32, atom 7 (H): 0.33, atom 8 (H): 0.19, atom 9 (H): 0.37, atom 10 (H): 0.37, atom 11 (H): 0.27, atom 12 (H): 0.29, atom 13 (C): -0.81, atom 14 (C): 0.48, atom 15 (N): -0.09, atom 16 (C): -0.84, atom 17 (H): 0.24, atom 18 (H): 0.36, atom 19 (H): 0.37, atom 20 (H): 0.30, atom 21 (H): 0.32, atom 22 (H): 0.35, atom 23 (H): 0.36


Energies relative to the most stable structure are P 0.0; Q 33.4, reported in kcal/mol.